(1)
8
Properties=species:S:1:pos:R:3:forces:R:3 method="wB97M-V/def2-TZVPD" total_energy_ev=-28714.59205 charge=+2 gap_ev="7.649 / 6.698" max_force_ev_per_a=3.6 spin_multiplicity=8
C -2.025508 0.232226 0.021796 -1.596 3.023 1.107
C -1.548354 -1.042976 0.180532 1.575 -1.874 -0.425
O -0.141507 -0.992076 0.129963 -0.393 1.686 -1.120
C 0.320120 0.218365 0.277154 -0.211 -1.672 0.178
F -2.992235 0.718764 0.815348 0.963 -1.134 -1.659
H -1.899842 0.776315 -0.918304 0.547 0.398 0.409
H -1.957736 -1.912895 -0.335716 -0.307 -0.475 1.405
Gd 2.942737 0.533945 0.109076 -0.580 0.049 0.104

(2)
57
Properties=species:S:1:pos:R:3:forces:R:3 method="wB97M-V/def2-TZVPD" total_energy_ev=-50264.54261 charge=0 gap_ev=8.130 smiles="CCOC(=O)N1CCN(C(=O)c2ccc3c(c2)sc2nc(-c4ccc(OC)cc4)cn23)CC1" max_force_ev_per_a=0.9 spin_multiplicity=1 de_lowest_kj_mol=25.8
C 1.727270 9.239158 3.524655 -0.155 -0.411 -0.195
C 0.855267 8.406286 2.604277 -0.181 0.469 -0.132
O 1.187514 7.030820 2.800043 0.143 -0.186 0.102
C 0.435257 6.154321 2.104123 -0.075 -0.020 0.109
O -0.444966 6.477191 1.341281 -0.186 0.275 -0.227
N 0.756625 4.866318 2.384052 0.074 -0.062 0.130
C 0.136865 3.797297 1.634512 -0.091 0.012 -0.430
C 1.180170 3.121315 0.733788 -0.506 0.062 -0.006
N 2.304207 2.699291 1.535443 0.078 0.229 -0.067
C 2.631758 1.417046 1.817553 -0.054 -0.064 -0.179
O 3.515675 1.120740 2.597013 0.164 -0.208 0.200
C 1.847764 0.364378 1.086572 0.064 -0.268 0.095
C 0.721851 -0.194968 1.690753 0.156 0.089 -0.099
C 0.024076 -1.221259 1.083569 -0.032 -0.134 -0.183
C 0.469830 -1.693365 -0.141831 0.482 0.671 0.356
C 1.609732 -1.136677 -0.748654 -0.213 -0.165 -0.018
C 2.303175 -0.108534 -0.136451 -0.173 -0.050 0.104
S 1.984562 -1.899537 -2.288616 0.143 0.140 0.041
C 0.615536 -2.943534 -2.083179 -0.260 -0.091 0.184
N 0.085486 -3.901426 -2.779823 0.323 0.105 -0.249
C -1.000314 -4.321813 -2.044332 0.213 0.613 0.590
C -1.843568 -5.401135 -2.521659 -0.225 -0.377 -0.248
C -2.970799 -5.823418 -1.813959 0.149 -0.042 -0.223
C -3.750179 -6.852586 -2.289935 -0.089 -0.167 -0.111
C -3.428740 -7.494389 -3.488351 0.055 0.117 0.093
O -4.266676 -8.500362 -3.864266 -0.014 0.202 0.275
C -3.996003 -9.189342 -5.060306 0.050 -0.103 -0.190
C -2.307876 -7.077744 -4.199633 -0.263 -0.329 -0.138
C -1.530146 -6.043122 -3.716427 -0.022 0.233 0.334
C -1.101760 -3.583054 -0.884726 -0.399 -0.470 -0.173
N -0.060094 -2.696642 -0.912719 0.261 -0.291 -0.733
C 2.932723 3.781465 2.264260 0.155 0.044 0.452
C 1.897814 4.456617 3.171633 0.375 0.033 -0.011
H 1.550237 8.962212 4.560436 0.001 0.032 0.122
H 1.493382 10.291326 3.392905 -0.008 0.115 0.000
H 2.777146 9.076596 3.295934 0.122 0.046 0.003
H 1.022758 8.666264 1.552990 -0.074 -0.043 0.156
H -0.208451 8.549508 2.823025 0.163 -0.019 -0.077
H -0.274012 3.063104 2.336380 -0.003 -0.013 -0.050
H -0.669996 4.226174 1.039076 0.060 -0.114 0.087
H 1.531292 3.843001 -0.012691 -0.059 -0.053 -0.001
H 0.741713 2.265235 0.221259 0.040 0.130 0.005
H 0.397701 0.175889 2.651046 -0.035 0.035 0.116
H -0.846582 -1.655133 1.549351 -0.094 -0.037 0.072
H 3.182677 0.310407 -0.598431 0.138 0.086 -0.038
H -3.238904 -5.341935 -0.886178 -0.053 0.047 0.117
H -4.623146 -7.186122 -1.750959 -0.099 -0.036 0.064
H -4.782741 -9.936403 -5.154560 0.081 0.039 -0.039
H -3.023656 -9.691372 -5.024251 -0.032 0.033 -0.010
H -4.027684 -8.520260 -5.926394 0.017 -0.025 0.035
H -2.031471 -7.551003 -5.128834 -0.005 -0.060 -0.072
H -0.659723 -5.714158 -4.261651 0.068 0.003 -0.071
H -1.798991 -3.616391 -0.075160 -0.152 -0.016 0.173
H 3.332208 4.508644 1.549740 -0.010 -0.004 0.042
H 3.747312 3.358517 2.854153 -0.066 0.106 -0.098
H 1.559850 3.740342 3.929327 0.076 0.036 -0.003
H 2.327045 5.326224 3.664829 -0.025 -0.143 0.013